Record 1
Formula: C31H47NO13
Source: OMol25
Level of theory: the ωB97M-V functional and the def2-TZVPD basis

```
! wB97M-V def2-TZVPD RIJCOSX def2/J DEFGRID3
* xyz 0 1
O 1.96266 -4.30773 -0.73236
C 1.00841 -4.69330 -0.14074
O -0.07507 -5.25228 -0.76670
C -1.11655 -5.64454 0.10560
C -0.82897 -4.94953 1.41887
C 0.62658 -4.45742 1.33171
H -1.23279 -6.72276 0.16955
H -2.03280 -5.13983 -0.20803
H -0.93697 -5.51120 2.35019
H -1.44290 -4.07531 1.65554
H 1.24670 -5.04051 2.01095
H 0.74766 -3.39412 1.52711
O 3.12549 -3.30668 -6.88764
C 3.46078 -3.00790 -5.77357
O 4.50435 -3.61638 -5.21535
C 4.80720 -3.04899 -3.92653
C 3.96999 -1.76927 -3.85213
C 2.78204 -2.05597 -4.79614
H 5.84426 -2.73798 -3.83862
H 4.51638 -3.79844 -3.19053
H 4.64469 -1.03199 -4.28686
H 3.55213 -1.53993 -2.87615
H 2.46155 -1.20605 -5.39276
H 1.97728 -2.52176 -4.23443
O -1.44627 -2.20062 -7.06540
C -1.34890 -2.53026 -5.92888
O -1.36765 -1.74459 -4.83582
C -0.94796 -2.34493 -3.61291
C -0.63018 -3.84372 -4.02956
C -1.07673 -3.95467 -5.45889
H -1.69461 -2.39979 -2.81871
H -0.13411 -1.77597 -3.16984
H -1.06591 -4.57917 -3.35599
H 0.44154 -3.96934 -3.86319
H -2.05506 -4.43768 -5.54712
H -0.38923 -4.52734 -6.07540
O -3.02303 3.19343 -1.19397
C -3.27550 3.50635 -0.06808
O -3.13780 4.76452 0.36070
C -3.48557 4.97386 1.72722
C -4.33824 3.70810 2.06027
C -3.80533 2.64479 1.05578
H -4.21152 5.77205 1.85581
H -2.62240 5.10619 2.36919
H -5.37234 3.89417 1.78529
H -4.23619 3.26091 3.04597
H -4.66803 2.04766 0.76523
H -3.06237 1.93983 1.42704
O -0.76362 2.09833 5.86494
C -0.33327 2.52183 4.83554
O -1.16961 2.94696 3.85207
C -0.43454 3.51968 2.78020
C 0.93594 2.88347 2.87976
C 1.09593 2.66152 4.38276
H -0.38039 4.61334 2.76926
H -0.94623 3.20869 1.86631
H 1.75886 3.38272 2.37432
H 0.83976 1.89686 2.41069
H 1.30113 3.63492 4.85223
H 1.67688 1.82598 4.75092
O -2.69056 -0.27528 2.14696
C -2.10537 -0.77852 3.05629
O -2.60860 -1.83527 3.70431
C -1.76854 -2.32211 4.75635
C -0.38881 -1.69335 4.43871
C -0.69152 -0.47511 3.57211
H -1.67258 -3.40054 4.81084
H -2.25930 -1.85648 5.61463
H 0.12098 -2.41122 3.78736
H 0.23313 -1.51256 5.30986
H -0.08532 -0.21810 2.70659
H -0.68525 0.37892 4.25659
N -0.78202 0.48898 0.00708
C -0.07294 1.56671 -0.41567
C 1.04573 1.08856 -1.06371
C 1.01516 -0.30831 -0.98562
C -0.09968 -0.67089 -0.22211
H -1.56614 0.52188 0.64405
H -0.38469 2.58093 -0.23550
H 1.85459 1.60882 -1.55166
H 1.69456 -0.99507 -1.46599
H -0.52413 -1.63647 -0.00236
C 1.38692 5.33396 -0.79404
C 1.81395 6.22191 0.37868
O 1.01364 6.63923 1.18403
C 3.29730 6.39228 0.47882
H 2.01226 5.46007 -1.66989
H 0.34820 5.57918 -1.02560
H 1.34349 4.33133 -0.36079
H 3.63626 6.75182 -0.49469
H 3.80178 5.45096 0.69697
H 3.56797 7.12555 1.23868
*
```

Energy above the lowest of the compared OMol25 structures with the same formula, charge and spin ... 0.000 eV
Highest occupied orbital energy ... -8.5503 eV
Frontier orbital gap ... 8.7 eV

Record 2
Formula: C31H47NO2OsP2S2
Source: OMol25
Level of theory: the ωB97M-V functional and the def2-TZVPD basis

```
! wB97M-V def2-TZVPD RIJCOSX def2/J DEFGRID3
* xyz 2 5
Os 0.20487 0.69044 -4.40897
C -0.66923 2.31921 0.31682
C -1.87112 1.62119 0.02002
C -0.79896 0.51029 1.72227
C -0.01088 1.63861 1.36771
C -1.93195 0.48300 0.85727
C -0.09694 3.43723 -0.44712
H -0.77202 3.76250 -1.24552
H 0.85765 3.12901 -0.90307
H 0.11692 4.29670 0.21082
C 1.33194 1.95232 1.87159
H 1.93386 2.39455 1.06770
H 1.81212 1.04025 2.23829
H 1.27802 2.65848 2.70358
C -0.45613 -0.52513 2.70109
H -1.20370 -0.58230 3.50289
H 0.52162 -0.32152 3.15410
H -0.43792 -1.51220 2.21545
C -2.90447 -0.60696 0.73626
H -3.81851 -0.34629 1.28791
H -2.53152 -1.54964 1.15553
H -3.17904 -0.77932 -0.31253
C -2.83530 1.94040 -1.03952
H -3.82702 2.21790 -0.63861
H -2.98323 1.05450 -1.67638
H -2.48480 2.77131 -1.65832
C 1.73177 0.12202 -5.59838
C 0.96584 1.24565 -6.14899
C -0.05510 1.06410 -7.24812
C -1.39488 0.45744 -6.78551
C -1.42333 0.05308 -5.30927
C -0.60730 -1.08080 -4.85763
C 0.21233 -1.88316 -5.82692
C 1.57300 -1.27455 -6.15779
H 0.37111 0.45482 -8.06010
H -1.60119 -0.39629 -7.44655
H -0.26886 2.06518 -7.62856
H 1.70073 -1.29965 -7.25550
H 2.71263 0.38955 -5.15609
H 1.51681 2.19569 -6.15458
H 2.34947 -1.88799 -5.70354
H 0.37670 -2.86703 -5.37275
H -0.96301 -1.65732 -4.00228
H -0.32874 -2.06572 -6.75945
H -2.18170 1.21624 -6.92990
H -2.39729 0.14609 -4.82558
P 1.74878 -0.56812 -2.25406
P -0.10313 -2.73265 -0.77696
C 2.19015 -2.33516 -2.60432
C 1.20408 -3.33838 -1.94336
H 3.19130 -2.45571 -2.16446
H 2.30503 -2.54198 -3.68430
H 0.64113 -3.88834 -2.71268
H 1.77986 -4.04089 -1.32584
C -0.40608 -4.05765 0.43598
H -1.07637 -3.69034 1.22518
H 0.53325 -4.35966 0.91472
H -0.86156 -4.92186 -0.06066
C -1.63983 -3.02591 -1.75108
H -1.47285 -3.94820 -2.32190
H -1.83114 -2.17663 -2.41528
H -2.49159 -3.17574 -1.07479
C 3.19293 0.49469 -2.52654
H 2.89002 1.47317 -2.13647
H 3.51106 0.65854 -3.56783
H 4.03371 0.12912 -1.93134
C -0.63348 2.52439 -4.00487
H -1.39020 2.34173 -3.22706
H -1.13378 2.96581 -4.89443
H 0.14912 3.20220 -3.59303
O 2.89002 -5.07273 2.97308
S 2.25770 -3.78377 2.93398
O 1.01408 -3.57552 3.63806
N 2.11967 -3.21850 1.33904
C 2.56993 -1.99645 1.19901
S 1.81417 -0.90752 -0.05167
C 3.45000 -1.55782 2.28425
C 4.23184 -0.41458 2.48861
C 4.87695 -0.22016 3.71231
C 4.73930 -1.14081 4.76421
C 3.96197 -2.30014 4.57239
C 3.37621 -2.49023 3.33167
H 4.33437 0.30091 1.67136
H 5.49670 0.66273 3.87493
H 5.22165 -0.97585 5.72323
H 3.79632 -3.03247 5.36431
*
```

Energy above the lowest of the compared OMol25 structures with the same formula, charge and spin ... 3.450 eV
Highest occupied orbital energy (spin up / spin down) ... -12.2599 / -13.2651 eV
Frontier orbital gap (spin up / spin down) ... 5.7 / 5.2 eV

Record 3
Formula: C31H48BrCuNP2
Source: OMol25
Level of theory: the ωB97M-V functional and the def2-TZVPD basis

```
! wB97M-V def2-TZVPD RIJCOSX def2/J DEFGRID3
* xyz 1 1
Cu -0.39490 0.12089 -0.60712
C -2.34999 -2.72981 0.23823
P -0.84967 -2.19092 -0.66270
C -1.05606 -3.09557 -2.23336
C 0.48840 -3.10249 0.17924
C 0.46113 -3.25421 1.56747
C 1.50673 -3.88567 2.23247
C 2.59763 -4.36451 1.51757
C 2.63803 -4.21015 0.13751
C 1.58982 -3.58276 -0.52774
H -2.49414 -2.15120 1.15016
H -2.29033 -3.78911 0.48565
H -3.21522 -2.55956 -0.40600
H -1.17765 -4.15793 -2.02187
H -0.20098 -2.95092 -2.89164
H -1.94424 -2.72315 -2.74506
H -0.38172 -2.88120 2.14193
H 1.46614 -4.00699 3.30920
H 3.40929 -4.86515 2.03271
H 3.48416 -4.58774 -0.42657
H 1.64190 -3.46918 -1.60514
Br 1.81383 -0.24271 -2.94216
C 2.58607 -0.29559 -1.21100
C 3.95506 -0.44236 -1.09080
C 4.47910 -0.50242 0.19024
C 3.62624 -0.41066 1.27817
C 2.27626 -0.24710 1.04349
N 1.75187 -0.18900 -0.19278
H 4.58034 -0.50812 -1.97010
H 5.54752 -0.62016 0.33324
H 3.99965 -0.46361 2.29400
H 1.57167 -0.16511 1.86388
C -3.40537 5.23760 1.31573
C -1.86678 5.27690 1.40028
C -1.23689 3.97707 0.86183
C -2.09114 3.43316 -0.29045
C -3.43706 2.93523 0.27739
C -3.90179 3.80066 1.46768
P -1.24330 2.15335 -1.27684
C -2.43977 1.59524 -2.57759
C -3.15006 2.71470 -3.36726
C -4.38751 2.18423 -4.11778
C -4.17542 0.73695 -4.56179
C -4.04151 -0.18992 -3.33428
C -3.47609 0.55819 -2.11213
C 0.03875 3.02989 -2.28415
C -0.36560 4.41822 -2.86843
C 0.52060 5.54430 -2.33933
C 1.99241 5.30358 -2.69397
C 2.40915 3.82598 -2.48183
C 1.41002 3.09493 -1.58758
H -3.73991 5.62953 0.34845
H -3.84473 5.88449 2.07499
H -1.55294 5.42443 2.43647
H -1.48467 6.12915 0.83224
H -1.19964 3.21826 1.64996
H -0.20832 4.16212 0.56317
H -2.28126 4.25338 -0.98119
H -3.34337 1.89260 0.59940
H -4.19266 2.95785 -0.51035
H -3.50851 3.38906 2.40244
H -4.98826 3.76396 1.54797
H -1.76441 1.06521 -3.26326
H -2.45092 3.15066 -4.08303
H -3.45536 3.52276 -2.69497
H -4.59528 2.82313 -4.97646
H -5.26989 2.23773 -3.47199
H -3.27195 0.68302 -5.17797
H -4.99788 0.40659 -5.19530
H -3.38840 -1.03380 -3.58252
H -5.01654 -0.61272 -3.07946
H -3.03855 -0.14595 -1.40368
H -4.28571 1.06398 -1.58394
H 0.16981 2.33510 -3.11920
H -1.41076 4.65391 -2.67484
H -0.26991 4.38292 -3.95790
H 0.39979 5.62827 -1.25398
H 0.18880 6.49634 -2.75628
H 2.62146 5.96303 -2.09524
H 2.15595 5.58527 -3.73593
H 3.40896 3.77026 -2.05075
H 2.45532 3.30299 -3.44274
H 1.34298 3.61502 -0.62941
H 1.75525 2.08752 -1.35961
*
```

Energy above the lowest of the compared OMol25 structures with the same formula, charge and spin ... 0.229 eV
Highest occupied orbital energy ... -11.2364 eV
Frontier orbital gap ... 8.9 eV

Record 4
Formula: C31H48F24O7P2Tl
Source: OMol25
Level of theory: the ωB97M-V functional and the def2-TZVPD basis

```
! wB97M-V def2-TZVPD RIJCOSX def2/J DEFGRID3
* xyz 1 1
C -3.05832 4.04574 -2.59122
C -2.84736 3.11529 -1.45779
C -2.96801 1.67388 -1.87021
C -2.61939 0.78705 -0.67213
P -2.78983 -1.05050 -0.92552
C -4.57180 -1.11316 -1.45566
C -5.57369 -0.47896 -0.41553
C -6.94753 -1.11460 -0.67073
C -8.12560 -0.73039 0.19561
C -1.70836 -1.64978 -2.19255
C -2.38068 -1.94188 -3.60454
C -1.36414 -2.46855 -4.64491
C -1.85875 -2.72327 -6.06992
C -2.69704 -1.91026 0.68560
C -3.38951 -3.32862 0.65678
C -3.77321 -3.85230 2.05925
C -4.85041 -3.03293 2.73135
H -2.92155 5.10697 -2.38344
H -4.08316 3.88455 -2.92563
H -2.37430 3.86819 -3.42109
H -3.52421 3.37233 -0.64298
H -1.89148 3.31224 -0.97240
H -2.28789 1.55422 -2.71355
H -3.93845 1.50493 -2.33690
H -3.24051 1.14854 0.14740
H -1.58589 0.89305 -0.34235
H -4.85391 -2.13330 -1.71609
H -4.67331 -0.55806 -2.38821
H -5.64094 0.60667 -0.48621
H -5.31975 -0.72480 0.61557
H -6.95123 -2.19795 -0.55068
H -7.21562 -0.98176 -1.71886
H -8.32445 0.33746 0.28639
H -8.09195 -1.23619 1.16057
H -9.04775 -1.04399 -0.29368
H -1.19881 -2.55686 -1.86750
H -0.89616 -0.93416 -2.32027
H -2.86211 -1.05096 -4.00776
H -3.15306 -2.71013 -3.64076
H -0.83967 -3.33179 -4.23524
H -0.63133 -1.66528 -4.72131
H -2.60961 -1.96879 -6.30461
H -2.28362 -3.70817 -6.26374
H -1.01132 -2.64289 -6.75072
H -2.97940 -1.16773 1.43194
H -1.63110 -2.08656 0.82982
H -2.78330 -4.04291 0.09966
H -4.34521 -3.21032 0.14615
H -2.86172 -4.03747 2.62758
H -4.22783 -4.82760 1.88538
H -5.63805 -2.71650 2.04754
H -4.49014 -2.18061 3.30742
H -5.43159 -3.51007 3.52043
Tl 5.12690 0.60964 5.83725
P 2.90543 -0.20927 2.17805
O 4.37063 -0.75741 2.26018
O 2.27236 -0.73872 3.49531
O 2.10421 -0.45297 0.85975
O 3.23468 1.30060 2.58234
C 0.40928 5.48893 3.08127
C -0.75238 4.86388 3.90437
C -0.27368 3.56430 4.54955
F 0.84826 3.65810 5.31488
F -1.26554 2.86376 5.22628
F -1.24383 5.74710 4.79631
F -1.74988 4.71073 3.07373
O -0.20538 6.59358 2.35065
C 0.66713 7.67417 1.96096
C -0.09937 8.67128 1.00839
F -1.30082 8.97979 1.47875
F 0.58147 9.79980 0.73418
F 1.18932 8.21188 3.06484
F 1.61495 7.21308 1.23797
H 0.70652 4.82101 2.27281
H 1.21802 5.73809 3.76827
H -0.01935 2.93060 3.69995
H -0.29217 8.22318 0.03364
C 6.57324 1.24561 -1.02364
C 7.98577 0.71974 -0.93511
C 8.36511 0.10108 0.39314
F 9.61134 -0.24707 0.40322
F 8.05244 0.87708 1.47385
F 8.13120 -0.20527 -1.90332
F 8.88487 1.70287 -1.21018
O 6.33548 1.84855 -2.23418
C 5.40442 2.95938 -2.27165
C 3.98466 2.47413 -1.94561
F 2.99214 3.42680 -1.96968
F 3.70000 1.41902 -2.68344
F 5.89483 3.96388 -1.54930
F 5.48032 3.33326 -3.49851
H 6.33241 1.93730 -0.21639
H 5.88955 0.40728 -0.88997
H 7.72900 -0.77826 0.49423
H 3.99707 2.09078 -0.92531
C 3.25687 -4.98299 1.24829
C 2.83548 -5.94355 2.32311
C 2.31229 -5.17147 3.60783
F 1.84353 -6.08543 4.51193
F 3.25636 -4.57779 4.30593
F 1.96226 -6.82545 1.82449
F 3.86356 -6.68854 2.68048
O 3.55585 -5.63113 -0.01046
C 4.50314 -5.10352 -0.89278
C 4.09794 -3.76214 -1.57231
F 5.14969 -3.21535 -2.21702
F 3.05777 -3.92556 -2.40891
F 5.69009 -5.11604 -0.23667
F 4.63998 -6.08721 -1.86682
H 4.12520 -4.48120 1.67528
H 2.39362 -4.31778 1.22855
H 1.50082 -4.45644 3.47238
H 3.92898 -3.00071 -0.81087
*
```

Energy above the lowest of the compared OMol25 structures with the same formula, charge and spin ... 2.496 eV
Highest occupied orbital energy ... -12.0547 eV
Frontier orbital gap ... 5.4 eV

Record 5
Formula: C31H48FO19PSi
Source: OMol25
Level of theory: the ωB97M-V functional and the def2-TZVPD basis

```
! wB97M-V def2-TZVPD RIJCOSX def2/J DEFGRID3
* xyz 0 1
C -4.57792 2.45468 1.02356
Si -5.66439 1.38797 2.10698
C -5.44806 1.93596 3.89517
C -5.19167 -0.43825 1.96333
C -4.39758 -0.81023 0.69280
C -2.89467 -1.00214 0.94062
C -2.22328 -1.90953 -0.10161
C -0.77755 -1.49075 -0.42046
C -0.67023 -0.70873 -1.74053
C 0.50120 0.28574 -1.72838
C 1.09438 0.56229 -3.10307
O 1.26686 2.01116 -3.30252
P 2.69773 2.61092 -3.14726
O 3.41535 2.44900 -1.88249
O 2.47408 4.10730 -3.62871
O 3.49681 1.92833 -4.43563
F 4.74895 1.44864 -3.99819
C -7.46326 1.54134 1.57884
C -8.48803 1.11762 2.43543
C -9.82063 1.17804 2.05134
C -10.15949 1.66909 0.79434
C -9.16092 2.09907 -0.07039
C -7.82962 2.03615 0.32134
H -4.89180 3.50193 1.06868
H -4.58229 2.15968 -0.02871
H -3.54764 2.40174 1.38975
H -4.73464 2.76077 3.97617
H -6.37686 2.24975 4.37590
H -5.03861 1.11082 4.48568
H -6.13096 -1.00250 1.96647
H -4.64546 -0.74151 2.86034
H -4.79555 -1.74645 0.28656
H -4.52742 -0.05369 -0.08598
H -2.39822 -0.03114 0.96771
H -2.79085 -1.47058 1.92372
H -2.25982 -2.94669 0.24067
H -2.80850 -1.87260 -1.02938
H -0.17303 -2.39410 -0.54317
H -0.34722 -0.91196 0.39885
H -1.60171 -0.16628 -1.93403
H -0.56315 -1.42246 -2.56613
H 1.27929 -0.07557 -1.05289
H 0.13725 1.23647 -1.33408
H 2.07150 0.08441 -3.21051
H 0.45800 0.22645 -3.92129
H 3.05135 4.67432 -3.09740
H -8.22883 0.72387 3.41477
H -10.59484 0.83732 2.73121
H -11.19769 1.70911 0.48951
H -9.41284 2.48817 -1.05005
H -7.05604 2.36779 -0.36450
C 1.89486 1.90344 0.86861
C 2.19144 2.02688 2.35205
O 0.87340 2.19953 2.90496
C -0.02155 1.67198 2.05049
O -1.17356 1.48480 2.28471
O 0.56595 1.36417 0.87417
H 2.56325 1.23621 0.33183
H 1.87629 2.87038 0.36311
H 2.62460 1.11834 2.77047
H 2.81540 2.87364 2.60569
C 1.28563 1.37718 -6.77724
C 2.35077 0.57316 -7.49767
O 1.92834 -0.77106 -7.24565
C 0.60002 -0.76749 -6.98183
O -0.07395 -1.73747 -6.88599
O 0.15417 0.50339 -6.83107
H 1.05473 2.32446 -7.25667
H 1.54221 1.54945 -5.73467
H 2.34807 0.74724 -8.57490
H 3.35207 0.72750 -7.10547
C 7.50034 3.79868 3.15492
C 6.54973 4.20347 2.04151
O 5.33852 3.54884 2.43263
C 5.37606 3.33034 3.77075
O 4.45483 2.95216 4.41432
O 6.60705 3.59992 4.25531
H 8.23218 4.56026 3.40743
H 8.00984 2.85724 2.94487
H 6.37247 5.27967 2.01659
H 6.85235 3.86069 1.05636
C 3.30429 -3.75394 -1.68637
C 4.60056 -3.41117 -0.97442
O 4.12816 -2.66513 0.15826
C 2.84657 -3.01515 0.40111
O 2.22567 -2.68997 1.36074
O 2.36113 -3.77213 -0.60888
H 3.31969 -4.72102 -2.18063
H 3.00070 -2.98466 -2.40013
H 5.11530 -4.29598 -0.61377
H 5.27780 -2.79852 -1.56420
C 2.88585 -6.10789 3.61228
C 3.92363 -7.19449 3.84075
O 4.45655 -7.38430 2.52264
C 4.23818 -6.25856 1.81275
O 4.69540 -6.02878 0.73794
O 3.42676 -5.42031 2.48015
H 2.77459 -5.41839 4.44346
H 1.90978 -6.51119 3.34002
H 4.73110 -6.86715 4.49705
H 3.51129 -8.12905 4.20928
*
```

Highest occupied orbital energy ... -8.7128 eV
Frontier orbital gap ... 8.5 eV